# 1
Computed, not measured: a molecular structure, C27H30ClFN6O2PSiTi, with ωB97M-V/def2-TZVPD.

Summary:
- LUMO energy (spin up / spin down): 2.63 / 2.63 eV
- HOMO-LUMO gap (spin up / spin down): 4.95 / 4.95 eV
- DFT total energy: -3566.442043 a.u.
- Energy above the lowest of the compared OMol25 structures with the same formula, charge and spin: 73.1 kJ/mol

Structure (ORCA input):
```
! RIJCOSX wB97M-V def2-TZVPD def2/J DEFGRID3
* xyz -1 1
Ti 1.420 0.075 -0.249
C 0.115 -3.626 -3.164
N -1.103 -3.089 -2.575
C -2.112 -3.856 -2.049
C -3.060 -2.981 -1.607
N -2.633 -1.694 -1.809
C -1.448 -1.793 -2.388
P -0.589 -0.299 -3.033
C -1.183 0.721 -1.570
N -0.564 0.854 -0.402
C -1.293 1.760 0.338
C -2.363 2.161 -0.391
N -2.272 1.514 -1.606
C -3.264 1.524 -2.662
C 1.137 -0.544 -2.780
N 1.790 -1.304 -1.820
C 3.096 -1.407 -2.260
C 3.292 -0.693 -3.390
N 2.085 -0.113 -3.720
C 1.836 0.836 -4.762
H -0.033 -4.692 -3.321
H 0.315 -3.149 -4.122
H 0.962 -3.453 -2.504
H -2.053 -4.931 -2.028
H -4.000 -3.202 -1.128
H -0.983 2.065 1.323
H -3.164 2.845 -0.169
H -3.984 2.313 -2.455
H -2.786 1.713 -3.621
H -3.773 0.561 -2.695
H 3.827 -1.970 -1.700
H 4.187 -0.510 -3.959
H 2.775 1.084 -5.254
H 1.140 0.440 -5.510
H 1.405 1.752 -4.344
Cl -5.032 -3.047 3.367
C -3.358 -2.818 2.912
C -2.364 -3.391 3.689
C -1.041 -3.214 3.317
C -0.711 -2.466 2.194
C -1.727 -1.898 1.436
C -3.059 -2.074 1.786
C 0.742 -2.301 1.810
O 1.597 -2.955 2.382
O 0.956 -1.464 0.856
H -2.629 -3.966 4.566
H -0.234 -3.653 3.890
H -1.475 -1.320 0.558
H -3.849 -1.641 1.188
F 2.265 1.508 -1.058
C 2.070 0.340 3.684
Si 2.268 1.183 1.990
C 4.109 1.683 1.940
C 1.368 2.864 2.210
C 0.534 3.150 3.296
C -0.224 4.316 3.354
C -0.160 5.241 2.321
C 0.671 4.987 1.235
C 1.416 3.817 1.182
H 2.425 0.985 4.496
H 2.639 -0.592 3.708
H 1.028 0.075 3.891
H 4.389 2.270 2.821
H 4.324 2.275 1.046
H 4.746 0.794 1.908
H 0.463 2.442 4.115
H -0.867 4.500 4.208
H -0.751 6.149 2.360
H 0.727 5.698 0.419
H 2.022 3.613 0.305
*
```

Here are the natural (NBO) charges for atoms 1 to 5, given in e: atom 1 (Ti): 1.39, atom 2 (C): -0.40, atom 3 (N): -0.34, atom 4 (C): -0.11, atom 5 (C): -0.08

# 2
Computed, not measured: a molecular structure, C27H30DyN7O3S, with ωB97M-V/def2-TZVPD.

Summary:
- LUMO energy (spin up / spin down): -5.92 / -5.90 eV
- HOMO-LUMO gap (spin up / spin down): 7.29 / 7.31 eV
- DFT total energy: -2938.802798 a.u.
- <S²>: 9.3263

Structure (ORCA input):
```
! RIJCOSX wB97M-V def2-TZVPD def2/J DEFGRID3
* xyz 2 6
Dy 0.257 0.380 -0.103
N -2.784 -0.381 3.391
C -2.042 -0.220 2.294
S -0.576 0.716 2.463
N -2.560 -0.759 1.198
N -1.739 -0.823 0.131
C -2.256 -1.209 -0.979
C -1.360 -1.582 -2.082
C -1.852 -2.195 -3.221
C -0.959 -2.701 -4.152
C 0.401 -2.592 -3.909
C 0.811 -1.939 -2.762
N -0.039 -1.424 -1.873
H -2.523 0.062 4.254
H -3.644 -0.903 3.334
H -3.322 -1.395 -1.056
H -2.921 -2.297 -3.355
H -1.322 -3.197 -5.043
H 1.133 -3.007 -4.588
H 1.867 -1.831 -2.541
O 2.049 1.959 0.195
C 3.277 1.221 -0.044
C 3.998 0.898 1.244
C 3.104 0.239 2.300
C 2.666 -1.161 1.971
C 3.284 -2.234 2.596
C 2.849 -3.525 2.355
C 1.783 -3.715 1.491
C 1.226 -2.609 0.890
N 1.654 -1.351 1.099
H 2.249 2.806 0.614
H 3.909 1.778 -0.732
H 2.975 0.296 -0.548
H 4.416 1.820 1.657
H 4.846 0.253 1.003
H 2.220 0.850 2.479
H 3.646 0.214 3.244
H 4.093 -2.046 3.289
H 3.322 -4.366 2.846
H 1.385 -4.700 1.287
H 0.389 -2.727 0.216
O -0.261 3.882 -6.552
C 0.829 3.010 -6.364
C 0.756 2.445 -4.974
C 1.758 1.612 -4.490
C 1.644 1.118 -3.212
N 0.621 1.393 -2.395
C -0.345 2.202 -2.854
C -0.302 2.744 -4.130
C -1.439 2.568 -1.908
C -2.603 3.158 -2.364
C -3.550 3.610 -1.453
C -4.826 4.257 -1.910
O -4.813 4.344 -3.316
C -3.278 3.450 -0.103
C -2.122 2.801 0.276
N -1.212 2.346 -0.597
H -0.209 4.283 -7.425
H 1.790 3.518 -6.486
H 0.808 2.176 -7.074
H 2.621 1.357 -5.092
H 2.421 0.473 -2.818
H -1.062 3.427 -4.476
H -2.796 3.287 -3.417
H -4.905 5.241 -1.438
H -5.665 3.654 -1.549
H -5.601 4.808 -3.617
H -3.964 3.806 0.656
H -1.910 2.617 1.319
*
```

Here are the Löwdin charges for atoms 1 to 5, given in e: atom 1 (Dy): 1.52, atom 2 (N): 0.11, atom 3 (C): -0.83, atom 4 (S): 0.59, atom 5 (N): 0.00

# 3
Computed, not measured: a molecular structure, C27H30F32I2N3O4, with ωB97M-V/def2-TZVPD.

Summary:
- LUMO energy: -3.56 eV
- HOMO-LUMO gap: 8.27 eV
- DFT total energy: -5302.846104 a.u.

Structure (ORCA input):
```
! RIJCOSX wB97M-V def2-TZVPD def2/J DEFGRID3
* xyz 1 1
C -6.690 -0.649 -2.106
C -6.915 0.076 -3.439
I -6.223 2.117 -3.367
C -6.452 -0.743 -4.654
I -6.964 0.269 -6.496
C -4.988 -1.247 -4.596
C -3.992 -0.335 -3.903
C -2.541 -0.844 -4.086
N -2.443 -2.145 -4.783
C -3.301 -2.281 -5.818
N -3.119 -3.218 -6.707
N -4.440 -1.478 -5.986
H -5.693 -0.534 -1.698
H -7.390 -0.217 -1.395
H -6.986 -1.693 -2.214
H -7.992 0.176 -3.529
H -7.102 -1.614 -4.674
H -4.940 -2.235 -4.134
H -4.026 0.635 -4.394
H -4.202 -0.174 -2.855
H -2.100 -0.972 -3.104
H -1.954 -0.105 -4.621
H -2.493 -2.939 -4.151
H -2.251 -3.731 -6.763
H -3.875 -3.410 -7.348
H -4.066 -0.574 -6.293
C -1.818 3.793 -1.151
C -2.148 2.291 -1.178
C -3.263 1.792 -0.256
F -2.967 1.991 1.036
F -3.404 0.451 -0.444
F -1.018 1.581 -0.972
F -2.566 1.993 -2.449
O -0.700 4.184 -0.380
C -0.805 4.429 0.972
C 0.061 3.447 1.771
F -0.331 2.177 1.542
F -0.086 3.685 3.096
F -2.087 4.421 1.378
F -0.326 5.668 1.190
H -1.529 4.041 -2.172
H -2.700 4.397 -0.935
H -4.212 2.280 -0.491
H 1.111 3.548 1.492
C 1.710 -0.148 5.881
C 1.961 0.828 7.047
C 2.007 2.324 6.715
F 3.024 2.615 5.878
F 2.210 3.027 7.851
F 3.082 0.470 7.706
F 0.920 0.658 7.907
O 2.834 -0.791 5.280
C 3.522 -0.173 4.272
C 5.014 0.097 4.671
F 5.070 0.868 5.764
F 5.681 0.766 3.681
F 2.838 0.980 3.887
F 3.506 -1.033 3.232
H 1.143 -0.968 6.318
H 1.059 0.292 5.127
H 1.067 2.660 6.268
H 5.514 -0.851 4.876
C 0.435 -3.667 -1.586
C -0.799 -3.173 -0.807
C -0.676 -1.829 -0.073
F 0.266 -1.876 0.882
F -1.859 -1.560 0.523
F -1.213 -4.130 0.037
F -1.811 -2.988 -1.729
O 1.274 -4.617 -0.955
C 2.255 -4.168 -0.092
C 2.047 -4.689 1.334
F 0.851 -4.294 1.809
F 3.010 -4.177 2.130
F 2.322 -2.823 -0.136
F 3.429 -4.646 -0.538
H 0.040 -4.199 -2.452
H 1.010 -2.831 -1.985
H -0.442 -1.017 -0.770
H 2.096 -5.779 1.351
C 4.399 0.819 1.971
C 3.258 1.118 0.970
C 3.213 0.294 -0.318
F 4.303 0.478 -1.081
F 2.131 0.679 -1.058
F 3.250 2.439 0.673
F 2.080 0.845 1.606
O 5.539 1.689 1.919
C 6.554 1.441 1.032
C 6.711 2.580 0.019
F 5.578 2.747 -0.691
F 7.706 2.275 -0.846
F 6.399 0.249 0.424
F 7.701 1.375 1.747
H 3.969 0.986 3.004
H 4.684 -0.221 1.947
H 3.110 -0.766 -0.088
H 6.949 3.513 0.533
*
```

Here are the Löwdin charges for atoms 1 to 5, given in e: atom 1 (C): -0.14, atom 2 (C): -0.82, atom 3 (I): 0.90, atom 4 (C): -0.71, atom 5 (I): 0.88

- Which formula does entry 1 have?
  C27H30ClFN6O2PSiTi

- What is the DFT total energy in the third record?
  -5302.846104 a.u.

- Number 2 is which compound?
  C27H30DyN7O3S